{"formula": "C25H20Cl4GdO2P", "method": "ωB97M-V with the def2-TZVPD basis set", "species": ["C", "C", "C", "H", "C", "C", "H", "H", "H", "H", "Gd", "Cl", "P", "C", "C", "H", "C", "H", "C", "H", "C", "H", "C", "H", "C", "C", "H", "C", "H", "C", "H", "C", "H", "C", "H", "C", "C", "H", "C", "H", "C", "H", "C", "H", "C", "H", "Cl", "C", "Cl", "Cl", "C", "O", "O"], "positions_angstrom": [[1.72884, 1.36071, 0.52897], [0.83500, 1.99828, -0.37807], [-0.45394, 2.07309, 0.24662], [1.11052, 2.45991, -1.31615], [-0.35317, 1.48772, 1.54391], [0.99823, 1.06386, 1.72654], [1.42776, 0.69226, 2.64012], [2.79386, 1.23516, 0.39429], [-1.32848, 2.56724, -0.17161], [-1.15382, 1.41808, 2.28590], [-0.05196, -0.47028, 0.03464], [-2.36345, -1.28631, 0.61332], [-2.41748, 0.26712, -2.86574], [-3.85609, 1.41665, -2.80435], [-4.18432, 2.33365, -3.81591], [-3.56329, 2.41275, -4.71441], [-5.31673, 3.14714, -3.68911], [-5.56882, 3.84931, -4.48775], [-6.12213, 3.05707, -2.54999], [-7.00810, 3.69595, -2.45042], [-5.79657, 2.14982, -1.53139], [-6.42893, 2.07024, -0.64494], [-4.66254, 1.34473, -1.64902], [-4.38991, 0.64619, -0.84892], [-1.54849, 0.91643, -4.35216], [-0.66301, 1.99290, -4.14030], [-0.53497, 2.39372, -3.12826], [0.03845, 2.54879, -5.20961], [0.72112, 3.38318, -5.03644], [-0.13180, 2.03647, -6.50447], [0.42264, 2.47341, -7.34291], [-1.00527, 0.96715, -6.72030], [-1.14701, 0.56700, -7.72668], [-1.70670, 0.40095, -5.64764], [-2.38550, -0.43661, -5.83082], [-3.21984, -1.23618, -3.56720], [-4.52603, -1.27582, -4.07930], [-5.14831, -0.37521, -4.07719], [-5.03939, -2.46705, -4.60684], [-6.05349, -2.48320, -5.01423], [-4.26133, -3.62733, -4.61302], [-4.66575, -4.56130, -5.02191], [-2.96031, -3.59868, -4.09136], [-2.34675, -4.50109, -4.09574], [-2.44614, -2.41402, -3.56493], [-1.43461, -2.39225, -3.14345], [4.11884, -3.29303, 3.44066], [3.04221, -2.06905, 2.76718], [1.98457, -1.42740, 4.04723], [4.02615, -0.76211, 2.06882], [2.04134, -2.65641, 1.65895], [1.98049, -3.86715, 1.56751], [1.34186, -1.76535, 0.97368]], "forces_ev_per_a": [[-0.771, 0.861, 0.666], [-0.428, 0.255, 1.167], [0.692, 0.446, -0.127], [-0.075, -0.240, -0.077], [-0.016, 0.630, -0.133], [0.593, 0.895, -0.733], [-0.077, -0.247, -0.074], [-0.154, -0.187, -0.044], [0.141, -0.321, 0.088], [0.349, -0.017, -0.383], [-0.997, -1.106, -0.901], [-0.063, -0.059, 0.137], [-0.220, 0.038, -0.602], [-0.203, 0.306, 0.454], [-0.075, -0.102, 0.105], [-0.232, -0.053, 0.368], [0.050, -0.141, 0.193], [0.088, -0.220, 0.286], [0.049, -0.113, 0.039], [0.400, -0.297, -0.055], [0.074, 0.069, -0.211], [0.211, 0.058, -0.258], [0.071, 0.100, -0.281], [-0.137, 0.244, -0.277], [0.368, 0.108, -0.173], [-0.119, -0.240, -0.279], [-0.038, -0.131, -0.361], [-0.103, -0.103, -0.132], [-0.202, -0.248, -0.070], [-0.046, -0.011, 0.146], [-0.248, -0.191, 0.366], [0.047, 0.078, 0.225], [0.073, 0.127, 0.316], [0.122, 0.260, 0.018], [0.240, 0.297, 0.103], [0.032, -0.460, 0.158], [0.167, -0.095, -0.043], [0.266, -0.336, 0.014], [0.180, 0.005, 0.094], [0.340, -0.008, 0.157], [0.124, 0.059, 0.030], [0.182, 0.435, 0.189], [-0.124, 0.121, -0.069], [-0.207, 0.245, 0.023], [-0.367, 0.161, -0.088], [-0.351, -0.058, -0.165], [-0.315, 0.156, -0.204], [-0.554, 0.040, -0.625], [0.124, -0.033, 0.155], [-0.049, -0.052, 0.076], [-0.302, -0.877, -0.338], [-0.033, 1.507, -0.099], [1.526, -1.558, 1.228]], "mulliken_spin": [-0.021, 0.022, -0.010, 0.006, 0.075, 0.075, 0.000, 0.001, 0.001, -0.005, 6.636, 0.128, 0.020, -0.003, 0.001, 0.000, 0.000, 0.000, 0.000, 0.000, 0.000, 0.000, -0.002, -0.001, -0.003, 0.002, 0.000, 0.001, 0.000, 0.000, 0.000, 0.000, 0.000, 0.000, 0.000, -0.001, 0.001, 0.000, 0.000, 0.000, 0.000, 0.000, 0.000, 0.000, 0.001, 0.000, 0.000, 0.001, 0.000, 0.000, 0.010, 0.003, 0.059], "charge": 0, "s2": 16.05, "total_energy_ev": -110559.4783, "lumo_ev": [-0.405, -3.386], "homo_energy_ev": [-8.80, -8.81], "spin_multiplicity": 8}

{"formula": "C14H20NO", "method": "ωB97M-V with the def2-TZVPD basis set", "species": ["C", "C", "C", "N", "C", "C", "C", "C", "C", "O", "C", "C", "C", "C", "C", "C", "H", "H", "H", "H", "H", "H", "H", "H", "H", "H", "H", "H", "H", "H", "H", "H", "H", "H", "H", "H"], "positions_angstrom": [[-0.09564, -2.35799, 0.51104], [1.24566, -1.95551, 0.21853], [1.59400, -0.70827, -0.70733], [1.94567, 0.29107, 0.11180], [3.26006, 0.07705, 0.64074], [4.25601, -0.47875, -0.27477], [5.24432, 0.20509, -0.79828], [0.93121, 0.94962, 1.10658], [0.16199, 2.04928, 0.17482], [-0.75620, 1.34965, -0.60855], [-1.96044, 0.68096, -0.44507], [-2.49687, 0.65928, 1.10164], [-3.58263, 0.01909, 1.23640], [-4.36485, -0.58815, 0.31034], [-3.83181, -0.34732, -1.40334], [-2.55709, 0.16191, -1.41869], [-0.39299, -3.27259, 1.05630], [-0.95507, -1.67652, 0.00514], [1.90047, -2.59514, 0.65390], [0.59637, -0.48782, -1.23060], [2.20664, -1.28642, -1.56811], [2.13434, 0.95186, -0.49003], [3.67805, 1.07049, 1.24107], [3.04756, -0.66637, 1.43563], [4.31938, -1.75510, -0.44349], [5.88012, 0.02940, -1.43455], [5.15532, 1.41397, -0.74126], [0.47486, 0.00414, 1.49454], [1.48619, 1.48858, 1.83938], [0.61433, 2.66256, -0.43555], [-0.52646, 2.51496, 0.99280], [-1.83015, 1.08821, 1.73572], [-3.90363, -0.21884, 2.26471], [-5.31078, -1.18472, 0.44222], [-4.35235, -0.77113, -2.01625], [-2.25103, 0.06715, -2.41423]], "forces_ev_per_a": [[1.737, 3.122, -2.751], [-6.766, 0.352, -0.525], [-5.513, -9.366, -3.363], [1.633, 2.348, 3.617], [2.114, 0.699, 5.134], [1.407, -4.673, -0.965], [-7.177, 6.693, 5.435], [0.399, -0.328, -2.993], [-6.718, -5.923, 7.746], [0.229, -0.716, -3.564], [3.315, 4.569, 12.339], [5.661, 1.953, -9.277], [-5.633, -3.889, 3.762], [-0.126, 0.098, -7.700], [3.468, 2.868, 15.507], [-4.728, -3.124, -6.426], [0.453, 0.770, -0.261], [1.843, -1.904, 1.448], [2.757, -1.448, 0.881], [1.519, 0.024, 0.803], [-0.268, 2.639, 2.097], [0.890, 5.395, -3.950], [-1.218, -2.409, -1.883], [0.621, 0.377, -0.027], [-0.489, 3.896, 0.628], [6.753, -3.025, -6.184], [0.278, -2.725, 0.440], [-0.727, 1.480, -0.118], [0.704, 0.026, 0.592], [3.132, 3.222, -2.671], [1.659, 0.452, -1.278], [1.224, 0.973, 2.233], [-0.018, 0.400, -0.166], [1.330, 0.962, 0.128], [-5.468, -4.461, -7.321], [1.721, 0.672, -1.367]], "mulliken_charge": [-0.701, -0.427, -0.132, 0.133, -0.788, -0.025, -0.956, -0.198, -0.931, -0.471, 0.402, -0.258, -0.540, -0.546, -0.963, 0.056, 0.328, 0.022, 0.457, 0.340, 0.412, 0.112, 0.384, 0.500, 0.226, 0.526, 0.171, 0.402, 0.399, 0.571, 0.319, 0.482, 0.284, 0.354, 0.683, 0.373], "charge": 1, "total_energy_ev": -18360.6698, "e_above_lowest_ev": 12.719, "lumo_ev": -2.723, "smiles": "C=CC[NH+](CC=C)CCOc1ccccc1", "homo_energy_ev": -10.63}

{"formula": "C14H39N3O4Ti", "method": "ωB97M-V with the def2-TZVPD basis set", "species": ["Ti", "C", "C", "C", "O", "C", "N", "H", "H", "H", "H", "H", "H", "H", "H", "H", "H", "H", "C", "C", "C", "O", "C", "N", "H", "H", "H", "H", "H", "H", "H", "H", "H", "H", "H", "C", "C", "C", "O", "C", "N", "H", "H", "H", "H", "H", "H", "H", "H", "H", "H", "H", "C", "C", "O", "H", "H", "H", "H", "H", "H"], "positions_angstrom": [[-0.82797, -0.88167, -0.16442], [-1.45239, 5.00546, -1.25098], [-1.63963, 3.57598, -0.74993], [-3.11439, 3.23759, -0.41615], [-3.24527, 2.17879, 0.54149], [-4.54798, 1.88088, 1.01026], [-1.05593, 2.58597, -1.61767], [-1.78386, 5.64505, -0.43296], [-2.10108, 5.27397, -2.08477], [-0.41460, 5.15429, -1.54922], [-1.10721, 3.50815, 0.19877], [-3.59988, 2.99866, -1.36236], [-3.62679, 4.15008, -0.11131], [-5.11729, 1.56145, 0.13736], [-4.98964, 2.77652, 1.44713], [-4.50846, 1.13392, 1.80310], [-1.36764, 2.81364, -2.55100], [-0.05114, 2.66171, -1.68661], [1.72657, -4.53231, -4.18785], [0.73509, -3.43177, -3.74479], [-0.78417, -3.78931, -3.99817], [-1.61356, -2.74177, -3.52701], [-2.96098, -2.87944, -4.07868], [1.01979, -3.34496, -2.32905], [1.62012, -5.39593, -3.53140], [2.74421, -4.14182, -4.18526], [1.55570, -4.87704, -5.20769], [0.89430, -2.46549, -4.22340], [-1.07919, -4.65829, -3.41000], [-0.93904, -3.96249, -5.06313], [-3.62408, -2.39019, -3.36522], [-3.36577, -3.86936, -4.28917], [-3.03398, -2.40054, -5.05511], [1.42241, -4.24197, -2.09804], [1.79191, -2.70584, -2.20473], [3.85720, 2.24715, 4.04233], [3.05722, 2.50623, 2.74699], [3.71603, 3.62544, 1.87348], [3.90041, 4.86532, 2.55977], [2.69116, 5.69285, 2.65330], [2.73839, 1.28883, 2.02892], [3.87008, 3.17964, 4.60660], [4.90258, 1.96226, 3.92351], [3.35630, 1.42008, 4.54547], [2.10261, 2.93985, 3.04498], [3.16381, 3.80912, 0.95184], [4.67050, 3.26762, 1.48741], [2.59686, 6.21736, 1.70246], [2.65415, 6.47224, 3.41442], [1.87477, 4.98826, 2.81192], [3.51361, 1.05647, 1.42465], [2.85451, 0.43473, 2.55534], [-0.11196, -6.05843, 3.30968], [-1.34225, -5.48586, 2.54528], [-1.43149, -4.03895, 2.67592], [0.06942, -7.08574, 2.99371], [-0.23429, -6.03225, 4.39247], [0.76185, -5.41986, 3.18012], [-2.29326, -5.94252, 2.81940], [-1.24867, -5.54149, 1.46073], [-1.24793, -3.80053, 3.58755]], "forces_ev_per_a": [[-0.057, 0.093, -0.442], [-0.794, -0.173, 0.353], [-0.235, 0.038, 1.337], [0.040, 0.044, -0.358], [1.409, 0.213, -0.155], [0.107, 0.819, -0.654], [-0.052, -1.048, -0.669], [0.502, 0.406, -0.044], [-0.004, -0.266, -0.270], [-0.068, 0.257, 0.230], [0.071, -0.009, 0.188], [-0.231, -0.503, -0.224], [0.013, 0.082, 0.607], [-0.531, -0.247, 0.281], [-0.252, 0.107, -0.045], [0.230, -0.134, -0.326], [-0.198, -0.355, -0.422], [0.209, 0.229, 0.328], [-0.747, 0.442, -1.659], [-0.878, -1.267, -0.433], [1.311, 0.258, 0.704], [-1.181, -0.269, -0.783], [0.354, 0.865, 0.248], [-0.331, 1.113, 1.335], [0.118, -0.031, -0.047], [-0.002, -0.084, 0.321], [-0.073, -0.091, -0.112], [0.194, -0.051, -0.079], [0.312, -0.544, -0.232], [0.000, -0.062, -0.117], [-0.014, 0.040, -0.178], [0.656, -0.546, 0.640], [0.215, 0.437, 0.033], [-0.197, -0.022, 0.676], [0.147, 0.204, 0.106], [-0.306, 0.392, -0.533], [0.493, 1.020, 0.950], [-0.391, -0.207, -0.058], [-0.289, 0.262, 0.684], [0.480, -1.356, -1.064], [0.568, -0.782, -1.492], [-0.152, -0.263, 0.380], [0.028, -0.062, -0.505], [-0.010, 0.264, 0.483], [-0.146, -0.078, 0.277], [-0.608, -0.077, -0.058], [0.458, 0.210, 0.471], [-0.307, -0.097, -0.179], [0.830, -0.500, 0.365], [-0.393, 0.426, -0.046], [0.317, 0.614, -0.984], [-0.651, 0.180, 1.265], [-0.853, 0.526, -0.286], [0.868, 1.021, 0.015], [0.030, -0.277, 0.203], [0.195, 0.090, 0.078], [-0.512, -0.252, 0.062], [0.083, -0.168, -0.635], [0.095, -0.102, 0.247], [0.227, -0.708, 0.050], [-0.097, -0.021, 0.175]], "mulliken_spin": [2.982, 0.000, 0.004, 0.003, -0.007, 0.002, 0.002, 0.001, 0.000, -0.001, 0.002, 0.000, 0.000, -0.001, 0.000, 0.002, 0.001, 0.001, -0.001, 0.017, -0.003, -0.005, -0.003, -0.009, 0.000, 0.000, 0.000, -0.002, 0.000, -0.001, 0.004, 0.000, 0.000, 0.005, 0.001, 0.000, 0.007, 0.000, 0.000, 0.000, -0.005, 0.000, 0.000, 0.000, 0.000, 0.000, 0.000, 0.000, 0.000, 0.000, 0.002, 0.000, 0.000, 0.000, 0.003, 0.000, 0.000, 0.000, 0.000, 0.001, 0.000], "charge": 1, "s2": 3.75, "total_energy_ev": -50913.3520, "e_above_lowest_ev": 3.816, "lumo_ev": [-3.630, -3.892], "homo_energy_ev": [-10.57, -11.64], "spin_multiplicity": 4}